# 1
Formula: C36H38BiNO2P2
Source: OMol25
Level of theory: the ωB97M-V functional and the def2-TZVPD basis

Each line ends with the Mulliken charge.
Positions of all 80 atoms, in Å:
Bi (0.7682, 0.5756, 0.6215)  1.801
C (0.9932, 3.7866, 4.8886)  -1.590
C (0.4512, 2.7983, 3.8500)  0.159
C (-0.6078, 3.4695, 2.9736)  -1.336
C (1.6027, 2.2433, 3.0547)  0.645
C (2.0824, 0.9581, 3.3236)  -0.747
C (3.1850, 0.4502, 2.6559)  -0.741
C (3.8183, 1.1873, 1.6586)  1.106
C (5.0102, 0.6268, 0.9556)  -1.590
C (3.3418, 2.4693, 1.3898)  -1.130
C (2.2690, 2.9966, 2.0896)  -0.134
H (0.1832, 4.1624, 5.5073)  0.462
H (1.4760, 4.6303, 4.4029)  0.342
H (1.7192, 3.3002, 5.5351)  0.398
H (-0.0276, 1.9733, 4.3895)  0.403
H (-0.2086, 4.3484, 2.4755)  0.279
H (-1.4404, 3.7957, 3.5917)  0.487
H (-0.9932, 2.7802, 2.2164)  0.171
H (1.6235, 0.3744, 4.1085)  0.455
H (3.5688, -0.5224, 2.9193)  0.480
H (5.2509, 1.1891, 0.0578)  0.428
H (4.8560, -0.4195, 0.7000)  0.309
H (5.8751, 0.6741, 1.6159)  0.366
H (3.8527, 3.0804, 0.6603)  0.433
H (1.9705, 4.0150, 1.8987)  0.458
C (-2.0654, -1.4939, -2.4451)  -1.007
N (-1.1058, -1.0656, -1.4225)  0.841
P (0.4820, -0.5480, -1.7937)  -0.345
C (1.6049, -1.9594, -1.7404)  0.232
C (1.1909, -3.2839, -1.7948)  0.243
C (2.1479, -4.2834, -1.7785)  -0.914
C (3.4947, -3.9549, -1.7278)  -0.649
C (3.8988, -2.6279, -1.6563)  -0.871
C (2.9533, -1.6230, -1.6525)  -0.364
C (0.5058, -0.0452, -3.5409)  0.995
C (0.7644, -1.0561, -4.4694)  -0.411
C (0.6710, -0.7864, -5.8211)  -0.801
C (0.3342, 0.4866, -6.2526)  -0.583
C (0.1330, 1.5038, -5.3318)  -0.742
C (0.2222, 1.2466, -3.9743)  -0.461
P (-1.5827, -0.5919, 0.1631)  0.089
C (-2.6428, 0.8625, -0.1505)  1.205
C (-3.8119, 1.0701, 0.5731)  -0.733
C (-4.5281, 2.2429, 0.4021)  -0.847
C (-4.0849, 3.2088, -0.4845)  -0.639
C (-2.9247, 3.0035, -1.2163)  -0.826
C (-2.2024, 1.8381, -1.0452)  -0.197
C (-2.6473, -1.7675, 1.0564)  0.691
C (-3.8550, -2.1814, 0.4949)  -0.087
C (-4.6737, -3.0413, 1.2059)  -0.858
C (-4.3083, -3.4805, 2.4678)  -0.617
C (-3.1318, -3.0256, 3.0406)  -0.796
C (-2.3017, -2.1650, 2.3449)  -0.424
H (-2.7002, -0.6639, -2.7693)  0.264
H (-2.6819, -2.2997, -2.0517)  0.374
H (-1.5270, -1.8811, -3.3109)  0.440
H (0.1374, -3.5239, -1.8328)  0.398
H (1.8364, -5.3150, -1.8142)  0.491
H (4.2416, -4.7330, -1.7511)  0.439
H (4.9451, -2.3748, -1.6023)  0.502
H (3.2418, -0.5809, -1.5827)  0.542
H (1.0395, -2.0464, -4.1363)  0.441
H (0.8544, -1.5754, -6.5342)  0.454
H (0.2477, 0.6878, -7.3077)  0.433
H (-0.1018, 2.4985, -5.6766)  0.445
H (0.0817, 2.0530, -3.2689)  0.356
H (-4.1572, 0.3173, 1.2654)  0.475
H (-5.4345, 2.3960, 0.9631)  0.486
H (-4.6438, 4.1220, -0.6048)  0.463
H (-2.5944, 3.7547, -1.9161)  0.516
H (-1.2961, 1.6657, -1.6199)  -0.292
H (-4.1636, -1.8208, -0.4761)  0.417
H (-5.6008, -3.3759, 0.7714)  0.450
H (-4.9432, -4.1669, 3.0048)  0.432
H (-2.8599, -3.3426, 4.0325)  0.455
H (-1.3954, -1.7943, 2.8029)  0.338
O (-0.0846, -2.4714, 0.6928)  -0.454
C (1.0507, -2.3885, 1.0987)  0.042
O (1.7366, -1.3022, 1.1639)  -0.378
H (1.6135, -3.2600, 1.4725)  0.432

Computed properties:
2S+1 = 1
ΔE to the lowest compared entry with this formula, charge and spin = 1.189 eV
charge = +2
orbital gap = 7.7 eV
electronic energy = -2496.68608 a.u.
maximum force = 1.63 eV/A

=====

# 2
Formula: C36H38N2O3P2RbS5Se2
Source: OMol25
Level of theory: the ωB97M-V functional and the def2-TZVPD basis

Each line ends with the Mulliken spin population.
Positions of all 89 atoms, in Å:
Rb (-0.6701, 0.8805, -0.4515)  0.067
C (-0.4023, -0.5556, 3.6280)  0.012
C (-1.4117, 0.5372, 3.6233)  -0.002
N (-1.8645, 1.1445, 2.5854)  0.002
C (-2.8260, 2.0803, 2.8791)  -0.005
C (-3.0926, 2.2149, 4.2109)  -0.001
S (-2.1299, 1.1176, 5.1232)  0.000
C (-3.5112, 2.7753, 1.7954)  0.001
C (-4.5369, 3.6662, 1.9302)  0.000
S (-5.1015, 4.1574, 0.3815)  0.000
C (-3.8899, 3.1199, -0.3638)  0.000
N (-3.1678, 2.4994, 0.4967)  -0.001
C (-3.7751, 3.0001, -1.8409)  0.000
H (-0.2660, -0.9246, 2.6120)  -0.009
H (-0.7318, -1.3811, 4.2602)  0.000
H (0.5631, -0.2062, 3.9997)  0.000
H (-3.7938, 2.8715, 4.6996)  0.000
H (-5.0000, 4.0368, 2.8297)  0.000
H (-4.5829, 3.5278, -2.3470)  0.000
H (-3.8006, 1.9466, -2.1201)  0.000
H (-2.8204, 3.4014, -2.1845)  0.000
C (1.1757, 5.9968, -5.0043)  0.000
C (0.3791, 5.7014, -3.7440)  0.000
O (-0.2197, 4.4128, -3.8369)  0.000
P (0.3384, 3.1488, -2.9760)  0.004
S (-0.8183, 1.6567, -3.5149)  0.001
S (0.6899, 3.7458, -1.1112)  -0.010
O (1.7967, 3.0069, -3.7127)  0.000
C (2.7462, 2.0759, -3.1803)  -0.007
C (4.1418, 2.6605, -3.2828)  -0.001
H (1.6135, 6.9968, -4.9574)  0.000
H (0.5225, 5.9347, -5.8769)  0.000
H (1.9698, 5.2579, -5.1076)  0.000
H (-0.4328, 6.4240, -3.6211)  0.000
H (1.0139, 5.7502, -2.8571)  0.000
H (2.6659, 1.1357, -3.7326)  -0.001
H (2.5266, 1.8673, -2.1349)  -0.005
H (4.4299, 2.8042, -4.3275)  0.000
H (4.8557, 1.9948, -2.7935)  0.004
H (4.1605, 3.6279, -2.7781)  -0.002
Se (-4.1987, -1.4729, -0.1118)  0.000
P (-2.6577, -2.9587, -0.0641)  -0.001
Se (-0.5749, -2.4736, 0.0930)  0.004
C (-2.9677, -4.1104, 1.3341)  0.000
C (-3.7014, -3.7020, 2.4402)  0.000
C (-3.8044, -4.5265, 3.5527)  0.000
C (-3.1838, -5.7668, 3.5617)  0.000
C (-2.4599, -6.1841, 2.4510)  0.000
C (-2.3471, -5.3579, 1.3456)  0.000
C (-2.9284, -4.0359, -1.5266)  0.000
C (-1.9532, -4.1897, -2.5023)  0.000
C (-2.2104, -4.9582, -3.6307)  0.000
C (-3.4399, -5.5809, -3.7846)  0.000
C (-4.4179, -5.4295, -2.8085)  0.000
C (-4.1663, -4.6553, -1.6888)  0.000
H (-4.1848, -2.7326, 2.4168)  0.000
H (-4.3686, -4.1949, 4.4169)  0.000
H (-3.2546, -6.4059, 4.4344)  0.000
H (-1.9692, -7.1506, 2.4562)  0.000
H (-1.7603, -5.6611, 0.4863)  0.000
H (-0.9973, -3.6973, -2.3687)  0.000
H (-1.4478, -5.0674, -4.3925)  0.000
H (-3.6404, -6.1801, -4.6654)  0.000
H (-5.3834, -5.9073, -2.9302)  0.000
H (-4.9321, -4.5044, -0.9371)  0.000
O (1.7564, 0.1225, -0.4955)  -0.005
S (2.3900, 0.9900, 0.5312)  0.170
C (4.1280, 1.0375, 0.1627)  -0.039
C (4.8792, 2.1628, 0.5553)  0.165
C (6.2426, 2.1865, 0.3488)  -0.073
C (6.8930, 1.0949, -0.2468)  0.255
C (6.1415, -0.0308, -0.6187)  -0.094
C (4.7780, -0.0683, -0.4230)  0.174
C (2.6471, -0.0254, 1.9800)  -0.097
C (2.9539, 0.5978, 3.1980)  0.116
C (3.2592, -0.1715, 4.3037)  -0.064
C (3.2720, -1.5679, 4.2113)  0.163
C (2.9715, -2.1819, 2.9927)  -0.080
C (2.6553, -1.4236, 1.8809)  0.175
H (4.3691, 3.0091, 1.0050)  0.018
H (6.8131, 3.0655, 0.6296)  0.000
H (7.9606, 1.1271, -0.4307)  0.044
H (6.6358, -0.8760, -1.0860)  -0.003
H (4.1896, -0.9268, -0.7246)  0.043
H (2.9457, 1.6819, 3.2595)  0.025
H (3.4766, 0.3077, 5.2523)  0.000
H (3.5134, -2.1706, 5.0793)  0.032
H (2.9633, -3.2633, 2.9181)  -0.003
H (2.3718, -1.8824, 0.9415)  0.027

Computed properties:
2S+1 = 2
ΔE to the lowest compared entry with this formula, charge and spin = 1.098 eV
expectation value of S² = 0.7671
charge = -2
orbital gap (spin up / spin down) = 2.3 / 6.2 eV
electronic energy = -9230.67550 a.u.
maximum force = 2.33 eV/A